# 1
# C52H52N8O4

A 10-piece molecular cluster, C52H52N8O4 overall (wB97M-V/def2-TZVPD, the OMol25 dataset).

Computed properties:
Spin multiplicity ... 1
Gap between HOMO and LUMO ... 8.748 eV
Relative energy (zero: lowest compared OMol25 entry of this formula, charge and spin) ... 33.77 kcal/mol
Structure (SMILES) ... Oc1ccc(O)cc1.Oc1ccc(O)cc1.c1ccncc1.c1ccncc1.c1ccncc1.c1ccncc1.c1ccncc1.c1ccncc1.c1ccncc1.c1ccncc1
HOMO ... -0.30575 Eh

Last column: Mulliken charge in e.
Geometry (Å):
O: 7.641 0.690 -3.315  -0.493
O: -2.663 0.337 -1.520  -0.127
O: 3.308 -2.639 -4.832  -0.480
O: 1.839 -2.882 -0.383  -0.495
N: -3.121 1.631 3.110  -0.511
N: 6.369 0.999 2.003  -0.623
N: -5.472 -4.655 2.590  -0.594
N: 1.889 4.181 2.373  -0.626
N: -7.615 0.561 -2.715  -0.570
N: 3.226 -5.178 3.045  -0.634
N: -2.660 3.350 -2.827  0.019
N: 0.348 0.098 5.273  -0.536
C: 0.555 -4.879 2.354  0.107
C: -8.263 1.291 -3.623  -0.119
C: 2.930 -0.103 4.233  -0.600
C: 0.755 -2.107 -0.666  0.178
C: 6.343 -0.492 -4.926  -0.468
C: -3.327 -5.327 1.452  -0.834
C: 2.442 -4.440 3.724  -0.420
C: 4.256 -1.780 -4.335  0.768
C: -7.761 1.851 -4.827  -0.761
C: -3.455 2.705 0.953  -0.005
C: 4.366 -1.397 -3.024  0.162
C: 2.340 3.279 0.134  -0.553
C: -3.675 5.056 -4.032  -0.510
C: -5.215 -3.384 2.135  -0.291
C: 2.722 -5.796 1.913  -0.474
C: -1.089 -0.568 0.152  -1.054
C: -2.967 3.960 1.428  -0.358
C: 0.691 3.502 2.465  -0.868
C: -0.787 -0.888 -2.199  -0.391
C: 5.153 -1.268 -5.295  -0.466
C: 2.707 3.915 1.308  -0.354
C: 6.529 -0.052 -3.665  0.173
C: -2.669 2.872 3.579  -0.066
C: 1.386 -0.314 6.067  -0.263
C: -4.101 -3.030 1.267  -0.455
C: 5.188 1.163 1.375  -0.851
C: 4.933 -1.211 0.881  0.312
C: -1.996 4.223 -2.018  -0.518
C: 0.109 -1.402 0.414  -0.529
C: 5.592 -0.521 -2.674  -0.952
C: -3.361 3.717 -3.848  0.102
C: 0.187 2.804 1.318  1.143
C: -6.339 1.811 -4.956  -0.174
C: -2.173 5.600 -2.217  -1.019
C: -2.616 4.048 2.797  -1.170
C: 6.777 -0.333 2.153  -0.869
C: 0.489 -1.709 -1.989  -0.707
C: 2.703 -0.337 5.539  -0.492
C: 1.329 -5.736 1.624  -0.330
C: 6.153 -1.456 1.493  -0.531
C: 0.536 0.119 3.895  -0.924
C: 1.152 -4.226 3.420  -0.319
C: -5.535 1.117 -3.995  -0.374
C: -4.553 -5.566 2.254  -0.367
C: -6.249 0.508 -2.858  -0.361
C: 0.994 2.720 0.113  -0.758
C: 1.881 0.023 3.373  1.038
C: 4.573 0.095 0.667  -0.009
C: -1.577 -0.332 -1.141  0.124
C: -2.968 5.982 -3.314  -0.358
C: -3.499 1.600 1.804  -0.340
C: -3.141 -3.993 1.054  0.008
H: -0.447 -4.747 1.977  0.364
H: -1.628 -0.319 0.958  0.892
H: 2.121 -2.978 0.537  0.113
H: -2.426 2.875 4.710  0.289
H: 5.267 -1.576 -6.444  0.095
H: 4.355 -1.948 0.219  -0.002
H: -8.465 2.219 -5.355  0.590
H: -2.505 4.865 3.225  0.873
H: 3.844 -1.791 -2.099  -0.101
H: -5.965 -2.591 2.257  0.333
H: 3.405 -0.713 6.297  0.348
H: 3.683 4.564 1.349  0.341
H: 2.915 -4.102 4.543  0.618
H: -2.980 0.860 -2.249  0.127
H: -5.606 -0.129 -2.232  0.426
H: -4.639 -6.444 2.565  0.585
H: -2.685 -6.075 1.349  0.595
H: -4.414 5.373 -4.761  0.365
H: 6.413 -2.489 1.583  0.450
H: 3.758 -0.260 3.730  0.520
H: -9.274 1.465 -3.300  0.403
H: 0.380 -1.674 1.353  1.011
H: 3.074 3.202 -0.821  0.266
H: 3.361 -2.526 -5.710  0.264
H: -0.341 0.324 3.323  0.760
H: -4.526 0.829 -4.197  0.700
H: 0.607 -3.355 3.807  0.402
H: -3.856 -2.053 0.969  0.463
H: 3.700 0.369 0.107  0.648
H: 7.461 -0.537 2.681  0.766
H: -3.973 2.565 -0.068  0.256
H: -3.084 4.790 0.791  0.594
H: 0.050 3.745 3.189  0.679
H: -1.677 6.248 -1.590  0.535
H: 8.233 0.734 -3.982  0.292
H: -3.730 0.620 1.447  0.550
H: -3.110 7.060 -3.526  0.344
H: 1.276 -0.386 7.230  0.269
H: 0.920 -6.199 0.689  0.325
H: -2.203 -3.810 0.539  0.531
H: 2.187 0.223 2.285  -0.068
H: -0.831 2.353 1.267  -0.083
H: 0.429 2.425 -0.671  0.769
H: 4.837 2.065 1.344  0.733
H: -0.997 -0.874 -3.211  0.550
H: -5.714 2.251 -5.796  0.296
H: 3.529 -6.336 1.346  0.348
H: 5.725 -0.345 -1.748  0.916
H: 6.726 -0.114 -5.920  0.228
H: 0.790 -2.295 -2.957  0.263
H: -3.965 2.998 -4.409  0.037
H: -1.546 3.837 -1.160  0.952



# 2
# C3H7ClN2S

The molecule C3H7ClN2S (wB97M-V/def2-TZVPD, the OMol25 dataset).

Computed properties:
Spin multiplicity ... 1
Gap between HOMO and LUMO ... 8.513 eV
Relative energy (zero: lowest compared OMol25 entry of this formula, charge and spin) ... 60.76 kcal/mol
Structure (SMILES) ... CN/C(=N/Cl)SC
HOMO ... -0.29480 Eh

Last column: Mulliken charge in e.
Geometry (Å):
Cl: 3.076 -1.371 0.582  -0.204
S: 1.102 -0.768 -1.437  0.005
N: -0.430 0.323 0.509  -0.108
N: 1.850 -0.386 1.206  -0.437
C: 0.765 -0.262 0.163  0.518
C: -0.673 0.673 1.854  -0.941
C: -0.423 -0.179 -2.321  -0.987
H: -1.201 -0.871 -1.968  0.312
H: -1.195 0.346 -0.159  0.188
H: -0.097 -0.117 2.542  0.292
H: -0.041 -0.186 -3.250  0.389
H: -1.722 0.491 1.976  0.361
H: -0.304 1.544 2.208  0.304
H: -0.707 0.765 -1.904  0.309



# 3
# C15H26ClNO7P

A 2-piece molecular cluster, C15H26ClNO7P overall (wB97M-V/def2-TZVPD, the OMol25 dataset).

Computed properties:
Spin multiplicity ... 1
Gap between HOMO and LUMO ... 6.958 eV
Net charge ... +1
HOMO ... -0.42277 Eh

Last column: Mulliken charge in e.
Geometry (Å):
Cl: -3.806 5.775 2.789  -0.222
P: -4.752 4.000 2.334  0.152
O: -4.844 3.212 3.768  -0.392
O: 2.349 -3.569 -0.384  -0.423
O: 1.673 1.990 -0.482  -0.320
O: -0.614 0.810 -0.495  -0.316
O: -4.842 0.991 1.553  -0.560
O: -3.496 0.007 -2.100  -0.469
O: -2.415 -1.933 -1.697  -0.498
N: -1.612 1.488 0.144  0.280
C: -2.302 3.547 1.015  -0.647
C: 1.359 -5.668 -1.216  -1.245
C: 0.324 0.299 0.506  -0.380
C: -3.486 2.967 1.426  0.741
C: -3.712 1.614 1.170  1.293
C: 3.588 -3.674 -1.066  -0.334
C: 2.912 2.701 -0.632  -0.319
C: 3.676 3.013 0.659  -1.112
C: -2.912 -0.928 -1.280  0.701
C: 1.579 1.212 0.686  -0.797
C: 1.228 -4.171 -1.000  -0.142
C: 3.576 -3.066 -2.458  -0.977
C: -1.386 2.772 0.368  -0.672
C: -2.992 -0.582 0.230  -1.148
C: -2.746 0.891 0.512  -0.212
H: 4.434 3.762 0.408  0.397
H: 3.037 3.496 1.406  0.314
H: 4.168 2.146 1.105  0.315
H: 0.445 -6.066 -1.658  0.397
H: 4.565 -3.142 -2.910  0.393
H: 3.913 -4.719 -1.100  0.319
H: -5.540 1.655 1.652  0.323
H: 2.430 0.533 0.797  0.543
H: -0.462 3.225 0.024  0.496
H: 4.315 -3.144 -0.450  0.335
H: -2.206 -1.133 0.757  0.317
H: -4.283 0.318 -1.631  0.354
H: 1.541 -6.176 -0.267  0.322
H: 3.588 2.225 -1.352  0.261
H: 0.999 -3.658 -1.941  0.323
H: 0.574 -0.743 0.294  0.584
H: -3.963 -0.869 0.635  0.415
H: -0.216 0.296 1.461  0.288
H: -4.391 3.701 4.472  0.315
H: 2.186 -5.913 -1.883  0.282
H: 0.385 -3.982 -0.332  0.274
H: 3.294 -2.012 -2.411  0.216
H: 1.390 1.809 1.586  0.254
H: 2.867 -3.566 -3.118  0.269
H: 2.645 3.669 -1.073  0.305
H: -2.058 4.588 1.181  0.406



# 4
# C3H9NO2S2

A 2-piece molecular cluster, C3H9NO2S2 overall (wB97M-V/def2-TZVPD, the OMol25 dataset).

Computed properties:
Spin multiplicity ... 1
Gap between HOMO and LUMO ... 9.692 eV
Relative energy (zero: lowest compared OMol25 entry of this formula, charge and spin) ... 34.41 kcal/mol
Structure (SMILES) ... O=CNCCSS.O
HOMO ... -0.34043 Eh

Last column: Mulliken charge in e.
Geometry (Å):
S: 2.794 -0.205 3.295  -0.227
S: 1.038 0.287 2.582  -0.039
O: -2.093 2.063 -0.303  -0.610
O: -1.075 -1.523 -3.116  -0.518
N: -0.264 -1.043 -1.035  -0.154
C: -0.754 -0.698 -2.327  0.011
C: -0.211 -0.148 0.156  -0.832
C: 1.029 -0.485 0.952  -0.433
H: -0.675 0.377 -2.498  0.358
H: -1.141 -0.250 0.674  0.406
H: 1.028 -1.684 1.017  0.289
H: -2.401 1.281 -0.676  0.298
H: -2.440 2.615 -1.022  0.319
H: 3.723 0.642 2.854  0.138
H: -0.276 -1.991 -0.796  0.188
H: -0.213 0.920 -0.110  0.473
H: 1.932 -0.159 0.354  0.332



| no. | lowest unoccupied orbital energy (Ha) |
| --- | --- |
| 1 | 0.0157 |
| 2 | 0.0180 |
| 3 | -0.1671 |
| 4 | 0.0157 |